Molecular formula: C3H4OS2
Method: DFT, wB97M-V/def2-TZVPD

energy relative to the best compared isomer or geometry (same formula, charge and spin)	102.1	kcal/mol
2S+1	1
Kohn-Sham gap	0.2790	Eh
total charge	0
energy	-26889.46237	eV
LUMO energy	-0.94	eV

Each line ends with the Mulliken charge.
Cartesian coordinates (Å):
C: 0.30 0.02 0.31  0.29
C: -0.83 0.52 0.97  -0.19
C: 0.51 0.33 -1.21  -0.18
H: 0.10 -1.98 -0.31  0.35
H: 1.18 0.48 0.73  0.18
H: -1.29 1.66 0.76  0.24
H: 1.01 1.40 -1.05  0.24
O: 0.48 -1.38 0.69  -0.50
S: -1.82 -0.49 1.64  -0.20
S: 0.36 -0.58 -2.52  -0.24